Entry from the OMol25 dataset: 5 unconnected molecules or ions with the total composition C30H49Br8IN2O3S (wB97M-V/def2-TZVPD).

The geometry in XYZ format:
```
94
C30H49Br8IN2O3S, DFT wB97M-V/def2-TZVPD
C 0.87487 -4.86322 -0.80830
O 2.22111 -4.62901 -0.40861
C 2.69722 -3.33939 -0.78331
C 2.33920 -2.29620 0.31163
C 1.13606 -1.38574 -0.01292
C 1.31584 -0.50365 -1.27537
C 2.48266 0.49803 -1.10209
C 2.06130 1.97242 -0.91814
C 0.92178 2.19847 0.09583
C 0.20882 3.56035 -0.09899
C -1.31209 3.47697 -0.35077
C -1.80043 2.33187 -1.22632
C -2.77917 1.42186 -0.80025
C -3.42932 1.51487 0.56705
C -3.98427 0.18016 1.10511
C -5.43426 -0.12603 0.63469
C -5.59644 -1.63569 0.31765
N -6.58230 -1.88856 -0.75476
C -3.19383 0.41397 -1.64170
C -2.69761 0.24211 -2.90895
I -3.39563 -1.30271 -4.16815
C -1.74333 1.11021 -3.36207
C -1.33418 2.14574 -2.50956
C -0.34228 2.94158 -3.31411
O 0.22436 3.98132 -3.08411
N -0.13399 2.27708 -4.58676
S 1.55495 1.96287 -4.77285
C -1.00807 1.16287 -4.67043
O -1.07444 0.42284 -5.62466
H 0.39823 -3.98979 -1.26446
H 0.89986 -5.67805 -1.54565
H 0.25939 -5.18889 0.03773
H 3.78625 -3.41771 -0.84794
H 2.29974 -3.02553 -1.75401
H 3.23553 -1.74047 0.60975
H 2.05691 -2.88542 1.19451
H 0.95763 -0.72230 0.84212
H 0.28071 -2.04894 -0.19567
H 1.44317 -1.13924 -2.15701
H 0.37986 0.05189 -1.42306
H 3.06792 0.45808 -2.03399
H 3.18528 0.17500 -0.32673
H 1.88505 2.42449 -1.89620
H 2.93564 2.49418 -0.50581
H 1.41009 2.23121 1.08072
H 0.21369 1.36424 0.15146
H 0.72422 4.16676 -0.84580
H 0.33069 4.11893 0.83822
H -1.77287 3.34100 0.63178
H -1.73522 4.41346 -0.73619
H -2.78320 1.94840 1.33202
H -4.28491 2.20207 0.47309
H -3.31140 -0.66728 0.94489
H -4.05682 0.29257 2.19512
H -5.68958 0.43426 -0.27411
H -6.16998 0.14767 1.39643
H -5.81864 -2.22060 1.21498
H -4.61453 -1.97409 -0.05590
H -6.56080 -1.12704 -1.42518
H -6.24373 -2.69834 -1.26426
H -3.94969 -0.30531 -1.34662
H 1.78083 2.00757 -6.10793
Br 2.99959 -4.11352 -7.24437
C 1.31966 -3.12826 -7.22159
C 1.21665 -2.23698 -6.01423
Br 0.79734 -3.25535 -4.40783
H 0.52280 -3.86338 -7.27465
H 1.32480 -2.53434 -8.13318
H 0.39346 -1.53266 -6.12724
H 2.13178 -1.68964 -5.80993
Br 0.87541 5.07284 3.16270
C 2.55752 4.74250 4.08261
C 3.73418 5.18441 3.25687
Br 4.11502 3.92461 1.82212
H 2.58077 3.68462 4.32573
H 2.49639 5.32105 5.00189
H 4.63718 5.20790 3.86385
H 3.58586 6.15458 2.79318
Br -0.76775 -8.27329 0.06466
C 0.78322 -7.89773 1.18213
C 0.96216 -8.94443 2.24832
Br -0.31116 -8.71051 3.70221
H 0.64727 -6.89969 1.58590
H 1.63177 -7.89698 0.50077
H 1.94290 -8.85232 2.71041
H 0.83251 -9.95541 1.87532
Br 3.57335 5.49518 7.74697
C 2.12958 6.05189 8.92932
C 0.87761 5.24788 8.69819
Br -0.05802 5.81302 7.08641
H 1.98508 7.11571 8.76984
H 2.50886 5.88566 9.93550
H 0.16945 5.40997 9.50826
H 1.06889 4.18445 8.59471
```

- electronic energy (hartree) = -22795.715777
- HOMO energy (eV) = -9.21
- net charge = 0
- orbital gap (eV) = 8.577
- largest force on an atom (eV/Å) = 1.73

=====

Entry from the OMol25 dataset: 9 unconnected molecules or ions with the total composition C30H49N10OP (wB97M-V/def2-TZVPD).

The geometry in XYZ format:
```
91
C30H49N10OP, DFT wB97M-V/def2-TZVPD
C 3.29407 -2.79599 0.77260
C 4.30133 -1.64306 1.33329
O 3.64680 -0.71209 2.23061
C 4.15726 0.63373 2.09518
C 3.01084 1.71973 1.70306
C 2.95972 1.94742 0.08929
C 1.43858 2.27219 -0.34020
C 0.72768 1.15593 -1.25329
C -0.28432 0.17343 -0.48335
C 0.38803 -0.45116 0.83912
N 0.58183 -0.93150 1.92196
C -1.73824 0.78776 -0.18487
C -1.76807 1.91936 0.93915
N -1.52663 2.79508 1.73032
P -2.78033 -0.67163 0.53571
C -3.07856 -1.91096 -0.88310
C -4.45086 0.01772 1.20727
C -4.32672 0.24477 2.81101
H 3.86675 -3.45342 0.01426
H 2.39972 -2.35714 0.20332
H 2.90539 -3.47014 1.61336
H 4.78126 -1.16304 0.41104
H 5.08157 -2.22309 1.96821
H 4.53837 0.96138 3.14285
H 5.01985 0.74748 1.35271
H 1.97158 1.43593 2.11833
H 3.26756 2.73086 2.20961
H 3.46381 1.11039 -0.50312
H 3.56603 2.91349 -0.09341
H 1.48596 3.23549 -0.98611
H 0.86952 2.56006 0.60669
H 1.56877 0.51548 -1.72143
H 0.15321 1.60913 -2.14156
H -0.45746 -0.73295 -1.18690
H -2.22305 1.13378 -1.18194
H -3.14431 -1.30210 -1.85070
H -2.14429 -2.59554 -0.89794
H -4.03812 -2.48092 -0.62424
H -4.76788 0.97971 0.67268
H -5.23007 -0.82124 1.06280
H -5.33490 0.00518 3.30944
H -3.54031 -0.45704 3.28046
H -4.02044 1.32171 3.08766
C -1.84574 -0.58829 6.47187
C -3.17887 -1.11164 6.16068
N -4.22645 -1.52266 5.91614
H -1.89737 0.26747 7.14918
H -1.21948 -1.34236 6.95106
H -1.32320 -0.25741 5.57030
C -8.13104 -2.58386 -0.02195
C -7.66320 -1.66862 -1.06733
N -7.29527 -0.94962 -1.88820
H -8.48897 -3.52613 -0.44382
H -7.33445 -2.82662 0.68572
H -8.95428 -2.15142 0.55172
C -3.76375 2.54713 -3.79607
C -2.75779 1.48406 -3.87475
N -1.96671 0.64760 -3.93825
H -3.35257 3.45708 -3.35191
H -4.14607 2.81212 -4.78467
H -4.61960 2.24602 -3.18668
C 1.43017 -2.87369 8.27695
C 0.18070 -2.38358 8.86677
N -0.80125 -1.99854 9.32965
H 1.59418 -2.45755 7.27968
H 2.29529 -2.60441 8.88754
H 1.42817 -3.96184 8.17833
C -2.29179 -2.47461 -5.91537
C -1.28548 -3.53764 -5.99544
N -0.49474 -4.37276 -6.05837
H -1.88175 -1.56391 -5.47098
H -2.67563 -2.20820 -6.90293
H -3.14768 -2.77480 -5.30604
C 6.19727 4.11496 2.03812
C 5.70404 4.43824 0.69602
N 5.31733 4.69106 -0.35917
H 6.13615 3.04269 2.24087
H 7.24174 4.41023 2.16437
H 5.61935 4.62556 2.81236
C 9.10856 3.84615 -1.21827
C 8.84689 2.59043 -0.50846
N 8.63943 1.60476 0.04984
H 10.15425 3.92318 -1.52605
H 8.49717 3.93282 -2.11958
H 8.88925 4.71477 -0.59272
C -2.49232 -2.11930 -10.43985
C -3.61713 -1.91187 -9.52286
N -4.50199 -1.74856 -8.80235
H -2.19933 -3.17105 -10.48461
H -2.74076 -1.80766 -11.45719
H -1.61215 -1.54992 -10.13147
```

- electronic energy (hartree) = -2136.394519
- HOMO energy (eV) = -8.06
- net charge = 0
- orbital gap (eV) = 8.473
- largest force on an atom (eV/Å) = 5.85

=====

Entry from the OMol25 dataset: 9 unconnected molecules or ions with the total composition C30H50Br4O21 (wB97M-V/def2-TZVPD).

The geometry in XYZ format:
```
105
C30H50Br4O21, DFT wB97M-V/def2-TZVPD
C 0.82273 -6.33449 2.25929
C 2.27935 -5.91549 2.19370
C 2.50816 -4.45833 1.83154
O 3.23505 -4.01378 2.91211
C 3.38113 -4.92525 3.89643
O 4.14100 -4.87192 4.88359
O 2.66281 -6.06980 3.55794
H 0.55590 -7.25717 2.77462
H 0.40370 -6.28952 1.25405
H 0.17924 -5.75793 2.92380
H 2.85485 -6.56039 1.52963
H 1.54635 -3.98210 1.64120
H 3.20575 -4.57039 1.00152
C 2.75378 7.17482 -4.22909
C 1.61620 6.47615 -3.45523
C 0.31474 6.42591 -4.26475
O -0.19252 5.17783 -3.76561
C 0.77617 4.37271 -3.40650
O 0.66469 3.17770 -3.27673
O 1.90360 5.10337 -3.33342
H 2.80374 6.87033 -5.27450
H 3.73361 6.96739 -3.79897
H 2.62170 8.25639 -4.19963
H 1.53060 7.00639 -2.50675
H 0.27079 6.62433 -5.33563
H -0.31109 7.25470 -3.93378
C -2.31384 2.35929 -2.96035
C -3.17708 2.11382 -4.21834
C -3.97080 3.36705 -4.54799
O -3.64088 3.52173 -5.90152
C -2.72343 2.68353 -6.30104
O -2.12527 2.71679 -7.33622
O -2.38998 1.90021 -5.35176
H -1.53529 1.61746 -2.78250
H -2.94699 2.43399 -2.07625
H -1.89715 3.36566 -3.00124
H -3.75794 1.19174 -4.23970
H -3.79337 4.19161 -3.85754
H -5.03165 3.21177 -4.35153
C -1.92125 -0.13288 5.01486
C -3.08985 -1.02958 5.36816
C -4.37066 -0.56002 4.77699
O -4.80651 -1.63538 4.00438
C -4.10685 -2.69962 4.27922
O -4.32452 -3.79204 3.81762
O -2.95657 -2.37139 4.89282
H -2.05285 0.80656 5.55175
H -1.79987 0.06755 3.95034
H -0.95590 -0.54422 5.30981
H -3.02516 -1.03472 6.45623
H -4.23631 0.23199 4.04026
H -5.00205 -0.20814 5.59286
C 8.26753 -0.30230 1.50747
C 7.28577 -0.34244 0.40261
C 5.81375 -0.67058 0.90098
O 5.14981 0.24530 0.05197
C 5.95423 1.21415 -0.51987
O 5.61921 2.29195 -1.01463
O 7.22315 0.84818 -0.30105
H 9.04310 -0.30649 0.74159
H 8.38999 -1.16616 2.16080
H 8.50423 0.58461 2.09523
H 7.50786 -1.05044 -0.39585
H 5.48930 -0.21579 1.83693
H 5.63592 -1.69322 0.56826
Br -1.94779 5.43248 -0.22594
C -2.01763 4.76533 1.60075
C -2.45937 3.27077 1.55496
Br -2.86565 2.77322 3.41268
H -2.79092 5.39277 2.04397
H -1.02382 4.98776 1.98928
H -1.56207 2.74389 1.23037
H -3.27424 2.99580 0.88526
Br -4.07590 -3.21922 -1.99731
C -4.08344 -2.35595 -0.22830
C -3.61254 -0.87737 0.04688
Br -5.02868 0.31164 -0.58913
H -3.50653 -3.03032 0.40455
H -5.09944 -2.45796 0.15307
H -2.67382 -0.75726 -0.49395
H -3.40359 -0.61950 1.08511
C 0.13781 -1.22330 1.78068
O 0.89702 -0.13503 1.41497
C 0.76525 0.63087 0.37088
O -0.20581 0.61477 -0.36691
O 1.84453 1.42191 0.33589
C 2.03581 2.14039 -0.87393
H -0.91985 -1.03148 1.96142
H 0.50424 -1.70121 2.68922
H 0.10411 -2.08708 1.11672
H 1.31319 2.93040 -1.07844
H 1.88481 1.54148 -1.77205
H 3.02715 2.58220 -0.97461
C -2.88455 -6.33061 -0.04443
O -1.97748 -5.79488 -1.04638
C -1.15160 -4.77364 -0.73054
O -1.11969 -4.10683 0.30488
O -0.74633 -4.24205 -1.92858
C 0.12840 -3.13499 -2.12461
H -3.36595 -5.53127 0.51895
H -2.49506 -7.10449 0.61703
H -3.72926 -6.76179 -0.58170
H 1.01530 -3.11911 -1.49117
H -0.31530 -2.17505 -1.86047
H 0.48481 -3.05633 -3.15169
```

- electronic energy (hartree) = -13048.755080
- HOMO energy (spin up / spin down) (eV) = -12.15 / -12.15
- net charge = +1
- 2S+1 = 2
- orbital gap (spin up / spin down) (eV) = 8.045 / 2.359
- expectation value of S² = 0.754
- largest force on an atom (eV/Å) = 4.98

=====

Entry from the OMol25 dataset: a molecular structure, C30H50BrN3P2SSn (wB97M-V/def2-TZVPD).

The geometry in XYZ format:
```
88
C30H50BrN3P2SSn, DFT wB97M-V/def2-TZVPD
C 6.31948 0.22757 -6.22638
C 6.14058 0.83016 -4.96187
C 7.13648 1.73088 -4.52465
C 8.23856 1.97857 -5.35688
N 8.40754 1.40547 -6.55834
C 7.46184 0.54950 -6.97480
C 4.99168 0.53866 -4.15272
C 4.01716 0.29127 -3.46639
C 2.87287 0.00085 -2.66073
C 1.57761 -0.05686 -3.22993
C 0.46178 -0.33950 -2.44302
C 0.60421 -0.58045 -1.06321
C 1.88873 -0.52114 -0.48526
C 3.00264 -0.23728 -1.27015
Sn -0.94104 -0.92203 0.07685
P -1.79231 1.22408 -0.14837
H 7.05054 2.22622 -3.55508
H 5.58130 -0.47702 -6.61550
H 9.01906 2.67403 -5.03250
H 7.61512 0.09105 -7.95689
H 3.99992 -0.19438 -0.81557
H 1.46162 0.12392 -4.30499
H 2.01798 -0.70098 0.58443
H -0.52496 -0.37722 -2.91092
C -3.07748 1.47200 1.15987
C -3.56143 2.89111 1.47255
H -2.64343 1.01450 2.06842
H -3.90757 0.80185 0.86621
H -4.48595 2.84448 2.07436
H -2.81638 3.45080 2.06102
H -3.78515 3.46865 0.56379
C -0.51315 2.54388 0.06205
C -0.33566 3.57963 -1.05842
H 0.43661 2.00713 0.22892
H -0.74467 3.02897 1.02628
H 0.51238 4.24359 -0.81787
H -0.10984 3.09512 -2.02123
H -1.22589 4.21310 -1.19575
C -2.56976 1.46535 -1.80882
C -3.63624 2.56104 -1.96195
H -3.01059 0.48318 -2.04750
H -1.73080 1.62123 -2.51160
H -3.96369 2.61238 -3.01495
H -4.52495 2.33247 -1.35485
H -3.26869 3.55930 -1.67829
Br -3.13932 -1.41659 1.67629
P 2.50087 1.88221 4.35660
C 1.22041 2.91607 3.44586
C 0.47621 3.92128 4.33981
H 0.51216 2.24490 2.92553
H 1.77297 3.46415 2.66279
H 0.01585 4.71957 3.73280
H -0.32613 3.43862 4.91895
H 1.16582 4.39280 5.05764
C 1.65143 0.20876 4.39101
C 2.11127 -0.71010 5.53556
H 1.88437 -0.26147 3.42017
H 0.55677 0.35428 4.42619
H 1.33561 -1.45735 5.77064
H 3.03259 -1.25031 5.26477
H 2.31165 -0.14051 6.45531
C 3.66767 1.53787 2.92544
C 4.92329 2.42362 2.93857
H 3.12122 1.64479 1.97021
H 3.95587 0.47572 3.01363
H 5.73468 1.96169 2.35203
H 4.72406 3.41494 2.50207
H 5.28767 2.57710 3.96640
C -4.89247 -6.33079 2.26581
C -5.08665 -4.88692 1.81414
N -3.80946 -4.27195 1.42702
C -3.59777 -3.59220 0.21800
S -2.42594 -2.54437 0.03743
N -4.17585 -3.89057 -1.00010
C -4.71409 -5.20392 -1.37917
C -6.14157 -5.07853 -1.89623
H -4.46390 -6.95017 1.45763
H -5.87185 -6.75107 2.55913
H -4.21634 -6.36228 3.13972
H -5.81804 -4.81910 0.99140
H -5.51226 -4.31301 2.65802
H -3.12823 -4.19183 2.21437
H -4.06610 -3.23510 -1.80731
H -4.08178 -5.62593 -2.18066
H -4.66080 -5.90860 -0.53814
H -6.16300 -4.42192 -2.78533
H -6.51037 -6.07976 -2.18399
H -6.80660 -4.65914 -1.11934
```

- electronic energy (hartree) = -5205.763743
- HOMO energy (spin up / spin down) (eV) = -12.30 / -12.30
- ΔE to the lowest compared entry with this formula, charge and spin (eV) = 5.952
- net charge = +2
- orbital gap (spin up / spin down) (eV) = 4.909 / 4.891
- largest force on an atom (eV/Å) = 8.00

=====

Entry from the OMol25 dataset: a molecular structure, C30H50Cl3N4O4SiV (wB97M-V/def2-TZVPD).

The geometry in XYZ format:
```
93
C30H50Cl3N4O4SiV, DFT wB97M-V/def2-TZVPD
C 2.53542 -1.99939 -7.54462
C 1.74803 -1.41170 -8.67863
H 2.64931 -3.08216 -7.67348
H 2.04078 -1.80194 -6.58325
H 3.54641 -1.56433 -7.48694
C 1.56044 -2.01067 -9.85878
C 2.20663 -3.29362 -10.26979
H 0.91374 -1.54069 -10.60447
H 2.21763 -4.03928 -9.46375
H 3.24341 -3.15043 -10.61285
H 1.65387 -3.71906 -11.11507
V 0.08778 -0.03430 -0.08138
Cl 1.65223 1.54714 0.49668
Cl 0.98629 -0.69764 -2.10748
C -0.18606 2.25073 -1.76421
O -0.92170 1.51088 -1.04055
N -0.66064 3.20617 -2.56716
C -2.07330 3.27177 -2.92143
C 0.21754 4.21754 -3.14899
H 0.90546 2.14785 -1.76832
H -2.64958 2.66026 -2.21984
H -2.23183 2.90931 -3.95148
H -2.39332 4.31994 -2.87771
H 1.22250 4.09724 -2.72638
H -0.16887 5.21686 -2.90055
H 0.26836 4.11649 -4.24533
H 0.20906 -4.61674 -1.40702
H -0.69584 -2.86778 -3.21462
C -0.76190 -4.53644 -0.89395
C -1.64674 -3.11055 -2.71335
N -1.45385 -3.31482 -1.28174
H -0.59981 -4.51504 0.18696
C -1.61730 -2.35048 -0.36040
O -1.70675 -1.11044 -0.58234
H -2.38233 -2.31837 -2.88698
H -1.63057 -2.72458 0.67428
H -1.37940 -5.40175 -1.16810
H -2.02214 -4.05640 -3.12650
O -0.14186 -0.28468 -7.74018
C 1.10466 -0.05781 -8.39260
C -0.20600 0.83564 -10.41102
C 0.95784 0.81148 -9.63894
H -1.07154 0.24534 -10.09932
C -0.23384 1.61149 -11.57586
H 1.78989 0.45701 -7.70077
C 2.08655 1.55163 -10.01741
H -1.14605 1.63940 -12.17373
C 0.90139 2.32933 -11.96456
C 2.06942 2.29609 -11.19305
H 2.97103 1.49301 -9.37929
H 0.88047 2.91942 -12.87973
H 2.96610 2.83842 -11.49463
Si -0.99390 0.55611 -6.57699
Cl 0.89313 -1.96358 0.88228
C -2.80531 0.21909 -6.87044
C -0.60548 2.37723 -6.79740
C -0.42283 -0.09482 -4.92815
H -3.05879 0.33369 -7.93234
H -3.42740 0.91639 -6.29210
H -3.06532 -0.80412 -6.56922
H -0.62186 -1.17138 -4.84790
H -0.90756 0.38882 -4.07243
H 0.65594 0.04376 -4.79487
H -0.75614 2.67984 -7.84400
H 0.43912 2.59769 -6.53744
H -1.25501 3.00450 -6.17012
C -5.78200 -0.41360 6.98776
C -4.29407 -0.31460 7.24961
N -3.51233 0.42966 6.25618
C -2.97546 1.73083 6.68138
C -2.03793 1.62944 7.88067
C -3.43454 -0.04386 4.94091
O -4.32499 -0.68709 4.39926
C -2.09745 0.16205 4.25045
C -0.93804 0.10560 5.03471
C 0.28984 0.24862 4.41308
C 0.32831 0.27182 3.02230
N -0.75208 0.19965 2.23362
C -1.95449 0.18477 2.84292
H -6.23543 0.58512 6.95202
H -6.23874 -0.96122 7.82283
H -5.96559 -0.94626 6.04833
H -4.12106 0.17939 8.21027
H -3.86967 -1.33142 7.30318
H -2.48157 2.22672 5.83577
H -3.82645 2.37113 6.97252
H -1.16257 1.00924 7.66140
H -1.67931 2.63196 8.14053
H -2.54779 1.20703 8.75456
H -0.99716 -0.05343 6.11066
H 1.21517 0.34233 4.97152
H 1.28950 0.34633 2.53012
H -2.85990 0.18932 2.23558
```

- electronic energy (hartree) = -4307.422229
- HOMO energy (spin up / spin down) (eV) = -8.62 / -8.62
- ΔE to the lowest compared entry with this formula, charge and spin (eV) = 0.000
- net charge = 0
- 2S+1 = 3
- orbital gap (spin up / spin down) (eV) = 8.578 / 9.000
- expectation value of S² = 2.012
- largest force on an atom (eV/Å) = 1.72